w.
Below is the molecule C3H9NS, with properties calculated with the ωB97M-V functional and the def2-TZVPD basis.

The geometry in XYZ format:
```
14
C3H9NS (the ωB97M-V functional and the def2-TZVPD basis)
C -1.6238 -0.3631 0.2237
C -0.5376 -0.7452 -0.8076
C 1.4167 1.3256 0.0998
N 2.0985 -1.0146 0.9159
S 1.5396 -0.4102 -0.4343
H -2.4442 -0.9777 -0.0465
H -1.3240 -0.5998 1.1638
H -0.5095 -0.1443 -1.8242
H -0.2916 -1.8282 -1.0515
H -2.0704 0.6772 0.3094
H 0.4919 1.6157 0.4295
H 2.2012 1.5300 0.9155
H 1.4900 1.9709 -0.7202
H 2.5826 -1.8976 0.8040
```

Results
HOMO-LUMO gap (eV): 8.69
HOMO energy (eV): -7.8
Charge: 0



x.
Below is a cluster of 2 separate species, C3H9NS in total, with properties calculated with the ωB97M-V functional and the def2-TZVPD basis.

The geometry in XYZ format:
```
14
C3H9NS (the ωB97M-V functional and the def2-TZVPD basis)
C 1.6606 -0.1211 2.2305
S 0.7559 1.1828 1.2769
H 1.8229 -1.0804 1.7132
H 2.6636 0.2344 2.4458
H 1.2038 -0.3544 3.1971
C -1.6019 0.9281 -1.3222
C -0.0026 -0.9230 -0.7941
N -0.9454 -0.4108 -1.5322
H -2.4993 0.8182 -0.7024
H -1.8545 1.2932 -2.3209
H -0.8834 1.5978 -0.8265
H 0.3671 -0.4002 0.1493
H 0.4582 -1.8939 -1.1051
H -1.1450 -0.8706 -2.4094
```

Results
HOMO-LUMO gap (eV): 5.98
HOMO energy (eV): -6.5
Charge: 0



Of them, the most stable is x and the least stable is w.



w.
Below is the molecule C5H13NS, with properties calculated with the ωB97M-V functional and the def2-TZVPD basis.

The geometry in XYZ format:
```
20
C5H13NS (the ωB97M-V functional and the def2-TZVPD basis)
C -1.3863 -1.4383 -0.9607
C -1.0824 -0.6693 1.4462
C 0.4172 1.9307 0.1576
C -1.0421 -0.1653 -0.0203
C 0.3118 0.4216 -0.3730
N 2.9640 -0.4060 -0.7212
S 1.7917 -0.5094 0.5720
H -0.7793 -1.3444 -1.8264
H -2.4700 -1.3897 -1.3599
H -1.3300 -2.3256 -0.2779
H -0.9608 -1.6954 1.6008
H -0.3177 -0.2065 2.0368
H -1.9452 -0.3630 2.0038
H 0.3427 1.8214 1.2313
H -0.3607 2.4683 -0.2765
H 1.5322 2.1973 -0.0317
H -1.6824 0.6856 -0.1896
H 0.6246 0.4643 -1.3849
H 3.8853 -0.3657 -0.3539
H 2.9451 -1.1741 -1.4114
```

Results
HOMO-LUMO gap (eV): 8.97
HOMO energy (eV): -8.2
Charge: 0



x.
Below is the molecule C5H13NS, with properties calculated with the ωB97M-V functional and the def2-TZVPD basis.

The geometry in XYZ format:
```
20
C5H13NS (the ωB97M-V functional and the def2-TZVPD basis)
C 2.0945 -0.1577 -0.0314
N 1.0893 0.9353 0.1928
C -0.1245 0.3346 0.8015
C -1.1317 -0.0719 -0.2365
C -0.5996 -0.9611 -1.3179
S -1.8922 -1.4937 -2.5040
C -0.7378 1.4040 1.6480
H 2.3423 -0.8650 0.8927
H 1.7008 -0.8467 -0.8840
H 2.9463 0.4589 -0.4671
H 1.5885 1.2639 1.0645
H -0.0414 -0.6057 1.4787
H -1.9478 -0.6415 0.2783
H -1.5494 0.8766 -0.6254
H 0.1913 -0.4910 -1.8574
H -0.1284 -1.8867 -0.9969
H -1.2202 -2.4642 -3.0764
H 0.0230 1.5857 2.4632
H -0.7369 2.3851 1.2169
H -1.8661 1.2412 1.9604
```

Results
HOMO-LUMO gap (eV): 9.87
HOMO energy (eV): -8.9
Charge: 0



y.
Below is the molecule C5H13NS, with properties calculated with the ωB97M-V functional and the def2-TZVPD basis.

The geometry in XYZ format:
```
20
C5H13NS (the ωB97M-V functional and the def2-TZVPD basis)
C 0.7686 1.8554 -0.7500
N 0.6537 0.4384 -1.0410
C 0.0173 -0.3901 -0.0319
C -0.4638 -1.7180 -0.6268
S -2.0635 -2.1587 0.1010
C 1.7568 2.2577 0.3595
C 1.1742 2.1460 1.7904
H 1.1297 2.3583 -1.6543
H -0.2202 2.1760 -0.4313
H 1.5286 -0.0044 -1.3204
H -0.8431 0.1316 0.3825
H 0.6435 -0.5491 0.8557
H -0.4874 -1.6158 -1.7127
H 0.2110 -2.5484 -0.4043
H -2.2925 -3.2776 -0.5982
H 1.9340 3.3206 0.2031
H 2.7291 1.7861 0.2371
H 0.8879 3.1409 2.1366
H 0.2732 1.5442 1.8159
H 1.8612 1.7580 2.5416
```

Results
HOMO-LUMO gap (eV): 9.66
HOMO energy (eV): -8.7
Charge: 0



z.
Below is a cluster of 2 separate species, C5H13NS in total, with properties calculated with the ωB97M-V functional and the def2-TZVPD basis.

The geometry in XYZ format:
```
20
C5H13NS (the ωB97M-V functional and the def2-TZVPD basis)
C 0.0059 0.2699 -0.4446
C 1.4353 0.5556 -0.7069
C 2.5246 -0.4222 -0.6268
C 2.3071 -1.5329 0.4926
S -2.8724 -0.0990 0.3413
C -4.7117 0.0641 0.1855
N 1.8129 1.6207 0.4965
H -0.2874 -0.6815 -0.9700
H -0.2012 0.0807 0.6593
H -0.6717 1.1993 -0.4697
H 1.3257 1.2869 -1.5873
H 3.1618 -1.6111 1.2417
H 2.9448 -0.8467 -1.3934
H 1.4040 -1.0756 1.0377
H 1.9529 -2.5738 0.2796
H -4.7269 0.8386 -0.5078
H -5.2523 -0.8116 -0.1422
H -5.1887 0.3487 1.1762
H 2.7158 0.9149 0.7522
H 2.3216 2.4750 0.1858
```

Results
HOMO-LUMO gap (eV): 2.89
HOMO energy (eV): -6.5
Charge: 0



Of them, the most stable is y and the least stable is z.



w.
Below is a cluster of 2 separate species, C5H13NS in total, with properties calculated with the ωB97M-V functional and the def2-TZVPD basis.

The geometry in XYZ format:
```
20
C5H13NS (the ωB97M-V functional and the def2-TZVPD basis)
C 0.5196 1.7907 -1.6830
C 1.3584 0.3962 0.9578
C -0.4147 -1.4037 1.7678
C -0.7865 -0.1276 -0.1397
C 0.3393 -0.7086 0.6178
N 0.8354 -0.5959 -2.4703
S -0.2469 0.3741 -1.9371
H 1.0863 2.1916 -2.4741
H -0.0521 2.4796 -0.9328
H 2.1473 0.0990 1.5951
H 0.8572 1.2142 1.4772
H 1.6384 0.7466 -0.0153
H 0.1634 -1.5968 2.6569
H -1.2857 -0.8165 2.0786
H -0.7719 -2.4437 1.4134
H -1.2019 0.7190 0.2801
H -1.4630 -0.8752 -0.4415
H 0.8533 -1.3792 -0.0138
H 0.4720 -1.3236 -3.1259
H -2.1471 -0.6864 -2.6839
```

Results
HOMO-LUMO gap (alpha / beta) (eV): 7.22 / 8.00
HOMO energy (alpha / beta) (eV): -8.0 / -8.7
Charge: 0



x.
Below is a structure of composition C5H13NS, with properties calculated with the ωB97M-V functional and the def2-TZVPD basis.

The geometry in XYZ format:
```
20
C5H13NS (the ωB97M-V functional and the def2-TZVPD basis)
C -1.6305 0.0248 -0.6674
N -0.8339 -0.5363 -1.6708
C 2.2926 -0.5136 -0.2013
C 1.3162 -1.3382 -0.5233
S -0.6601 2.4174 1.7425
C 2.0672 0.8010 0.4591
C -1.9778 -1.0426 0.3478
H -1.1622 0.8846 -0.1383
H -2.5273 0.4454 -1.1340
H -0.7233 0.1199 -2.4970
H 3.3231 -0.7256 -0.4287
H 0.2649 -0.9598 -1.1511
H 1.4555 -2.4102 -0.4127
H -1.2405 3.3182 2.5661
H 2.7133 0.8751 1.3381
H 2.3538 1.6011 -0.1878
H 1.0248 0.9415 0.7126
H -2.5441 -0.6310 1.1392
H -2.4727 -1.9056 -0.1279
H -1.0390 -1.3660 0.8351
```

Results
HOMO-LUMO gap (eV): 3.66
HOMO energy (eV): -7.2
Charge: 0



Of them, the most stable is w and the least stable is x.